The following is a quantum chemistry calculation of 2 unconnected molecules or ions with the total composition H3NO2S, from OMol25.

XYZ file:
```
7
H3NO2S wB97M-V/def2-TZVPD
N -1.069 -0.037 -0.092
O 2.514 -0.751 0.158
O 1.101 1.030 -0.741
S 1.692 0.449 0.386
H -1.990 0.029 -0.542
H -1.137 -1.109 -0.002
H -1.110 0.390 0.834
```

Its orbital gap is 9.584 eV. For the largest force on an atom, the calculation gives 3.68 eV/A. The energy above the lowest of the compared OMol25 structures with the same formula, charge and spin is 16.44 kcal/mol. For the HOMO energy, the calculation gives -10.33 eV.

These are the Löwdin partial charges, in e, on atoms 1 to 6: number 1, N, carries -0.04; number 2, O, carries -0.45; number 3, O, carries -0.45; number 4, S, carries 0.84; number 5, H, carries 0.02; number 6, H, carries 0.06

---

The following is a quantum chemistry calculation of 2 unconnected molecules or ions with the total composition H3NO2S2, from OMol25.

XYZ file:
```
8
H3NO2S2 wB97M-V/def2-TZVPD
N -2.136 -0.272 -0.418
O 0.385 -0.532 0.200
O 3.694 0.599 -0.089
S 2.209 0.897 -0.169
S -0.848 -1.332 -0.255
H -2.491 0.145 0.464
H -2.886 -0.677 -0.944
H 2.073 1.172 1.211
```

Its orbital gap (alpha / beta) is 8.680 / 6.801 eV. For the largest force on an atom, the calculation gives 3.33 eV/A. The energy above the lowest of the compared OMol25 structures with the same formula, charge and spin is 36.27 kcal/mol. For the HOMO energy (alpha / beta), the calculation gives -8.88 / -8.11 eV.

These are the Löwdin partial charges, in e, on atoms 1 to 6: number 1, N, carries -0.30; number 2, O, carries -0.77; number 3, O, carries -0.66; number 4, S, carries 0.83; number 5, S, carries 0.87; number 6, H, carries 0.06

---

The following is a quantum chemistry calculation of a molecular structure, H3NO2S2, from OMol25.

XYZ file:
```
8
H3NO2S2 wB97M-V/def2-TZVPD
N 0.058 -0.166 -0.109
O 1.206 2.063 0.168
O 1.345 -0.560 -0.079
S 3.151 1.805 -1.881
S 2.602 1.348 -0.129
H -0.438 -0.549 0.696
H -0.373 -0.435 -0.993
H 0.445 1.380 0.093
```

As for the spin multiplicity: 3. Its orbital gap (alpha / beta) is 7.849 / 6.735 eV. For the largest force on an atom, the calculation gives 2.50 eV/A. The energy above the lowest of the compared OMol25 structures with the same formula, charge and spin is 6.30 kcal/mol. For the HOMO energy (alpha / beta), the calculation gives -7.37 / -9.29 eV.

These are the Löwdin partial charges, in e, on atoms 1 to 6: number 1, N, carries -0.05; number 2, O, carries -0.53; number 3, O, carries -0.26; number 4, S, carries 0.19; number 5, S, carries 0.38; number 6, H, carries 0.13

---

The following is a quantum chemistry calculation of a molecular structure, H3NO3P3, from OMol25.

XYZ file:
```
10
H3NO3P3 wB97M-V/def2-TZVPD
N -0.942 -0.468 -0.653
O 1.053 0.486 0.754
O -1.334 0.849 1.696
O 4.311 0.828 0.541
P -2.504 -1.079 -0.718
P 2.964 0.624 -0.171
P -0.434 0.183 0.734
H -3.143 0.094 -0.261
H 2.614 -0.791 0.124
H -2.585 -0.726 -2.045
```

The charge is -1. Its orbital gap is 8.249 eV. For the largest force on an atom, the calculation gives 3.51 eV/A. The energy above the lowest of the compared OMol25 structures with the same formula, charge and spin is 44.11 kcal/mol. For the HOMO energy, the calculation gives -4.78 eV.

These are the Löwdin partial charges, in e, on atoms 1 to 6: number 1, N, carries -0.58; number 2, O, carries -0.61; number 3, O, carries -0.38; number 4, O, carries -0.66; number 5, P, carries 0.55; number 6, P, carries 0.72

---

The following is a quantum chemistry calculation of 2 unconnected molecules or ions with the total composition H3NO3PS, from OMol25.

XYZ file:
```
9
H3NO3PS wB97M-V/def2-TZVPD
N 0.213 -0.114 -1.448
O -0.416 -1.707 0.816
O -1.576 0.455 0.657
O -0.362 -0.020 2.689
P 0.284 1.044 -0.209
S -0.389 -0.332 1.290
H -0.019 0.273 -2.386
H -0.378 -0.873 -1.187
H 2.642 1.274 -0.222
```

The charge is -1. Its orbital gap is 7.234 eV. For the largest force on an atom, the calculation gives 3.43 eV/A. The energy above the lowest of the compared OMol25 structures with the same formula, charge and spin is 67.64 kcal/mol. For the HOMO energy, the calculation gives -3.31 eV.

These are the Löwdin partial charges, in e, on atoms 1 to 6: number 1, N, carries -0.31; number 2, O, carries -0.41; number 3, O, carries -0.57; number 4, O, carries -0.38; number 5, P, carries 0.64; number 6, S, carries 0.24

---

The following is a quantum chemistry calculation of 3 unconnected molecules or ions with the total composition H3NO3Si, from OMol25.

XYZ file:
```
8
H3NO3Si wB97M-V/def2-TZVPD
N 3.406 1.135 0.692
O 2.429 0.208 0.857
O 3.592 1.477 -0.425
O 2.469 -1.870 -0.861
Si 1.691 -1.147 0.209
H 0.921 -1.912 -2.661
H 0.366 -0.982 0.773
H 1.345 -1.951 -3.410
```

Its orbital gap is 10.064 eV. For the largest force on an atom, the calculation gives 3.21 eV/A. The energy above the lowest of the compared OMol25 structures with the same formula, charge and spin is 44.19 kcal/mol. For the HOMO energy, the calculation gives -10.91 eV.

These are the Löwdin partial charges, in e, on atoms 1 to 6: number 1, N, carries -0.07; number 2, O, carries -0.25; number 3, O, carries 0.07; number 4, O, carries -0.38; number 5, Si, carries 0.57; number 6, H, carries 0.01

---

The following is a quantum chemistry calculation of a molecular structure, H3NO5PS, from OMol25.

XYZ file:
```
11
H3NO5PS wB97M-V/def2-TZVPD
N -1.015 -0.312 1.199
P -0.795 0.645 -0.257
O -2.159 0.217 -1.227
O 0.549 0.112 -1.182
S 1.913 -0.222 -0.248
O 1.726 -1.425 0.650
O 2.414 0.970 0.516
O 3.072 -0.628 -1.333
H -0.957 0.308 2.014
H -1.993 -0.651 1.173
H -2.756 0.985 -1.305
```

The charge is -1. Its orbital gap is 7.789 eV. For the largest force on an atom, the calculation gives 9.07 eV/A. The energy above the lowest of the compared OMol25 structures with the same formula, charge and spin is 36.26 kcal/mol. For the HOMO energy, the calculation gives -4.65 eV.

These are the Löwdin partial charges, in e, on atoms 1 to 6: number 1, N, carries -0.19; number 2, P, carries 0.79; number 3, O, carries -0.34; number 4, O, carries -0.52; number 5, S, carries 0.49; number 6, O, carries -0.42

---

The following is a quantum chemistry calculation of a gas-phase ion, H3NO5PS2 (charge -1), from OMol25.

XYZ file:
```
12
H3NO5PS2 wB97M-V/def2-TZVPD
O 2.970 -1.309 -1.005
S 3.390 -0.374 -0.029
O 4.527 0.499 -0.440
O 3.347 -0.890 1.315
S 1.665 0.869 0.042
O 1.110 1.184 -1.259
O 1.663 1.942 1.073
N 0.543 -0.438 0.664
P -1.016 -0.403 0.033
H 1.040 -1.304 0.655
H -0.687 -0.195 -1.418
H -1.110 1.050 0.036
```

The charge is -1. Its orbital gap is 9.881 eV. For the largest force on an atom, the calculation gives 4.00 eV/A. The energy above the lowest of the compared OMol25 structures with the same formula, charge and spin is 0.00 kcal/mol. For the HOMO energy, the calculation gives -6.15 eV.

These are the Löwdin partial charges, in e, on atoms 1 to 6: number 1, O, carries -0.34; number 2, S, carries 0.31; number 3, O, carries -0.36; number 4, O, carries -0.35; number 5, S, carries 0.58; number 6, O, carries -0.43